Formula: C38H38AsI2NPPmS
Source: OMol25
Level of theory: ωB97M-V/def2-TZVPD

```
83
C38H38AsI2NPPmS ωB97M-V/def2-TZVPD
Pm -0.05155 -0.51239 -0.55437
C 1.54793 2.62388 -5.29549
C 0.29927 2.95442 -4.79590
C 0.07849 2.98574 -3.42527
C 1.10882 2.67396 -2.54474
C 2.35847 2.32117 -3.05651
C 2.58270 2.30837 -4.42185
P 0.87410 2.56308 -0.75076
C 1.59512 4.09844 -0.09395
C 2.19185 5.07350 -0.88728
C 2.71454 6.22431 -0.31050
C 2.64484 6.40934 1.06009
C 2.04946 5.44043 1.85719
C 1.53449 4.29094 1.28510
C -0.90293 2.76779 -0.49771
C -1.52328 4.01960 -0.41049
C -2.89980 4.07904 -0.31905
C -3.63551 2.89385 -0.34394
C -2.99704 1.66724 -0.43517
C -1.59508 1.54750 -0.49038
H 1.71432 2.60086 -6.36457
H -0.51508 3.17946 -5.47247
H -0.90465 3.22672 -3.04121
H 3.15970 2.03415 -2.38179
H 3.55677 2.03453 -4.80573
H 2.23811 4.94155 -1.95989
H 3.17091 6.97674 -0.94052
H 3.05561 7.30427 1.50906
H 1.98909 5.58006 2.92852
H 1.06994 3.54045 1.91558
H -0.93249 4.92901 -0.41930
H -3.40327 5.03452 -0.24201
H -4.71800 2.93668 -0.28656
H -3.60804 0.76761 -0.44815
I 3.21445 -0.49428 -0.19960
C 3.50647 -2.54920 -0.12159
C 4.78125 -3.02429 -0.00048
C 5.00432 -4.41712 -0.00418
C 3.95247 -5.26947 -0.16060
C 2.62999 -4.78329 -0.29922
C 1.55727 -5.68401 -0.51765
C 0.29419 -5.19995 -0.67780
C 0.05733 -3.81090 -0.56933
C 1.03130 -2.86300 -0.34047
C 2.36361 -3.38897 -0.24766
H 5.61804 -2.34448 0.08509
H 6.01183 -4.79677 0.09904
H 4.11877 -6.34008 -0.19137
H 1.76437 -6.74513 -0.57355
H -0.52741 -5.88323 -0.87185
H -0.97267 -3.47441 -0.66028
C -0.04255 0.40522 6.34496
C 0.03021 0.25989 4.85555
C 1.04916 -0.45767 4.24430
C 1.07047 -0.57304 2.86608
N 0.15198 -0.02047 2.07219
C -0.84179 0.65996 2.65638
C -0.93300 0.82436 4.02643
H 0.89594 0.11994 6.81726
H -0.83126 -0.22891 6.75334
H -0.27135 1.43317 6.62578
H 1.82770 -0.92790 4.82912
H 1.85157 -1.13494 2.36924
H -1.57704 1.09407 1.98883
H -1.75599 1.39513 4.43564
I -1.83624 -1.01595 -3.36140
C 0.30663 -0.74104 -3.02042
H 0.55718 0.07717 -3.69742
H 0.72791 -1.67360 -3.40360
C -3.72868 -3.68842 -1.54793
As -3.79596 -3.15354 0.30109
C -5.61667 -2.60562 0.57516
C -3.54875 -4.77695 1.30152
S -2.47428 -1.67243 0.98749
H -4.33051 -4.59219 -1.64971
H -2.70745 -3.88436 -1.85865
H -4.13325 -2.89396 -2.17025
H -6.30591 -3.41517 0.34211
H -5.80897 -1.75081 -0.07042
H -5.72222 -2.30381 1.61524
H -4.35537 -5.48056 1.09897
H -3.51466 -4.52428 2.35976
H -2.59022 -5.20154 1.00490
```

Values from the calculation:
Strongest force on any atom   0.47 eV Å⁻¹
Energy   -5704.6207 a.u.
ΔE to the lowest compared entry with this formula, charge and spin   2.3 kJ/mol
Expectation value of S²   6.01
2S+1   5
HOMO (spin up / spin down)   -7.106 / -7.161 eV
LUMO level (spin up / spin down)   0.01263 / 0.01265 Ha